Record 1
DFT (ωB97M-V with the def2-TZVPD basis set) results for C20H31O5SV as an isolated structure in a non-equilibrium geometry.

Each line ends with the Löwdin charge.
Element x y z (Å)
H -0.76991 0.63469 -6.16088  0.115
H -0.10860 -2.86276 0.61320  0.137
C 1.42327 -1.74174 -4.89711  -0.016
O 0.71845 1.16504 2.71409  -0.419
H -2.81409 -0.09506 0.75102  0.121
H 2.65927 -0.86203 3.37075  0.137
H 3.15664 1.21211 4.54440  0.063
C 0.15604 0.98605 -4.16733  -0.142
H 2.65651 2.81932 5.11341  0.077
H -2.00668 -1.26483 -4.63332  0.092
H -1.87352 1.12011 -0.49469  0.071
C 2.56647 2.09679 4.30503  -0.106
H 2.05882 -1.22006 0.76309  0.144
H -2.21422 -1.55837 4.87872  0.146
O 0.03890 2.88341 4.34688  -0.292
C 0.10997 -0.98930 -4.79942  -0.556
H 1.32416 1.94805 0.07017  0.101
H -0.81493 -3.51800 3.17415  0.134
H -0.69488 3.17222 -0.32002  0.108
C -1.12871 -1.85479 -4.94285  -0.015
H 2.86078 2.54497 3.35932  0.072
H 1.59943 -2.16372 -5.89270  0.094
C 0.84715 -2.12752 3.77929  -0.098
C -2.03792 0.50488 3.99151  -0.092
C -1.14224 1.24877 -1.28824  -0.143
H 0.85461 -2.19764 4.86232  0.139
O 1.20174 0.85840 -1.76692  -0.160
C -0.33875 2.54980 -1.14188  -0.141
C 0.34212 -2.47442 1.52894  -0.096
H 1.10293 1.46513 -3.90478  0.121
C -2.58083 -1.30883 2.64227  -0.133
H -1.67357 1.23710 -2.22785  0.094
C -2.23592 0.98376 2.65743  -0.042
O 0.56347 0.57632 5.09152  -0.339
C 1.14531 2.10877 -1.01296  -0.164
C -2.24381 -0.91557 3.99496  -0.105
S 0.82471 1.67518 4.15091  0.482
H 1.90793 2.78966 -1.40897  0.128
H -1.24044 -2.26363 -5.95754  0.095
H -1.98561 1.10662 4.89686  0.139
V -0.47370 -0.65292 2.67482  0.942
C 1.48031 -1.60281 1.60717  -0.060
O 0.02926 -0.31501 -3.51592  -0.179
C 0.12208 0.36197 -5.57722  -0.050
H 2.26251 -1.08049 -4.60964  0.100
C -0.00278 0.21759 -1.19698  -0.192
H 0.17074 0.08199 -0.08794  0.085
C -0.03888 -2.81821 2.87443  -0.138
C -2.55710 -0.13288 1.81401  -0.084
H -2.86768 -2.30944 2.32382  0.135
H -2.25496 2.03319 2.36500  0.147
H -1.03345 -2.69013 -4.23183  0.084
H -0.38381 3.16108 -2.05311  0.108
C 1.78129 -1.39105 2.98490  -0.071
H 1.00727 0.56331 -6.20160  0.116
H -0.68966 1.63794 -3.90254  0.109
H 1.41448 -2.58178 -4.19817  0.081
H -0.18000 -0.75123 -1.65199  0.116

Atomic forces in eV per Å
0.19 -0.41 0.26
0.14 0.25 0.38
0.24 -0.08 0.22
-0.97 -1.41 0.15
0.27 -0.08 0.56
-0.74 0.06 -0.20
-0.16 0.02 -0.15
0.04 -0.10 -0.32
-0.08 -0.01 -0.02
0.22 -0.24 -0.40
0.06 0.03 0.05
-0.52 0.03 -0.12
-0.45 0.08 0.30
0.02 0.28 -0.45
0.61 -1.18 -0.36
-0.18 0.13 -0.71
0.36 -0.22 -0.45
0.23 0.21 -0.16
0.25 -0.01 0.06
0.14 -0.14 0.17
0.13 0.03 0.05
-0.07 0.23 0.07
-0.11 -0.26 -0.91
-1.40 -0.93 -0.30
0.92 0.05 -0.01
-0.12 0.14 -0.27
-1.61 0.25 2.95
0.53 0.89 -0.67
0.21 0.34 0.40
-0.26 -0.05 -0.07
0.05 0.45 0.15
-0.09 -0.29 -0.19
-0.18 -0.92 0.20
-0.05 0.15 -0.92
-0.35 -0.43 0.12
-0.15 0.52 -0.56
0.28 1.24 1.05
-0.40 -0.10 -0.01
-0.06 0.17 0.31
0.65 -0.11 -0.46
2.29 2.40 0.17
-0.71 -0.58 0.40
0.08 0.42 -1.98
-0.09 0.23 0.22
-0.38 -0.28 -0.27
0.62 0.04 0.88
0.15 0.06 -0.54
0.43 0.39 0.12
0.12 -0.46 0.81
0.15 0.35 0.06
0.46 -0.37 0.02
-0.11 0.09 -0.24
-0.36 -0.14 0.20
-0.35 -0.75 0.01
-0.29 -0.22 0.34
0.33 -0.12 -0.20
0.02 0.01 0.06
0.11 0.29 0.24

Calculated values
Multiplicity: 2
Strongest force on any atom: 0.0656 hartree/bohr
Kohn-Sham gap (spin up / spin down): 6.020 / 6.578 eV
LUMO level (spin up / spin down): -5.58 / -5.02 eV
Total charge: +1

Record 2
DFT (ωB97M-V with the def2-TZVPD basis set) results for C3H3Cl3O in the gas phase in a non-equilibrium geometry.

Each line ends with the Löwdin charge.
Element x y z (Å)
C -0.18483 1.12559 0.24388  -1.075
H -1.10076 -1.53613 -0.41991  0.101
Cl -1.94747 0.86108 0.69865  0.567
C -0.10955 -1.19844 -0.69617  -0.357
H 0.28821 1.71602 0.96342  0.041
H 1.52405 -0.05557 -0.00190  0.106
O 0.41642 -1.58406 -1.68834  0.094
C 0.48472 -0.21702 0.29727  -0.809
Cl 0.51531 -0.94025 1.92355  0.652
Cl 0.11389 1.82878 -1.32046  0.681

Atomic forces in eV per Å
-1.28 -1.46 0.13
-0.65 -0.28 0.19
0.89 0.75 -0.45
-0.58 -0.11 0.64
0.15 1.25 1.19
-0.05 -0.07 0.14
0.76 -0.02 -0.58
1.34 -0.47 -0.73
-0.19 0.13 -0.17
-0.40 0.28 -0.35

Calculated values
Strongest force on any atom: 0.0378 hartree/bohr
Structure (SMILES): O=C[C@H](Cl)C(Cl)Cl
Kohn-Sham gap: 10.813 eV
LUMO level: 0.43 eV

Record 3
DFT (ωB97M-V with the def2-TZVPD basis set) results for C5H6O in the gas phase.

Each line ends with the Löwdin charge.
Element x y z (Å)
C 0.57510 0.50594 -0.03162  -0.030
H 0.39529 -2.87861 0.02670  0.069
C -0.02948 -1.87139 -0.01583  -0.091
C -0.05531 1.49729 -0.30401  0.035
C -0.92899 2.62285 -0.48808  -0.292
C 0.95923 -0.79517 0.48907  -0.244
O -2.13006 2.49783 -0.59197  0.052
H 0.89880 -0.57716 1.56742  0.123
H 2.00131 -1.06826 0.31586  0.107
H -0.41959 3.60258 -0.50319  0.115
H -0.93773 -1.85300 0.59123  0.077
H -0.32856 -1.68291 -1.05557  0.080

Atomic forces in eV per Å
-0.40 0.42 -0.17
0.01 0.19 0.13
-0.03 -0.07 0.14
0.26 -0.47 0.03
-0.28 0.09 -0.11
0.06 0.11 0.16
0.50 0.27 0.01
-0.08 -0.74 -0.04
-0.07 0.15 -0.28
-0.25 0.05 -0.05
0.08 -0.01 -0.11
0.21 0.03 0.30

Calculated values
Strongest force on any atom: 0.0146 hartree/bohr
Structure (SMILES): CCC#CC=O
Kohn-Sham gap: 10.636 eV
LUMO level: 0.34 eV

Record 4
DFT (ωB97M-V with the def2-TZVPD basis set) results for CH4NOPS in the gas phase in a non-equilibrium geometry.

Each line ends with the Löwdin charge.
Element x y z (Å)
H 0.40522 -0.04499 -2.46649  0.067
N 0.30347 0.02698 -1.40141  -0.739
H 0.92042 -1.89198 0.12439  -0.069
H -1.19068 1.31694 1.01840  0.040
C -0.40991 0.61525 1.02917  -0.413
H 0.05786 0.84152 2.03986  0.091
P -0.19851 -1.45719 -0.66674  0.817
S 0.95824 1.25825 -0.39200  0.692
O -0.84612 -0.66479 0.71480  -0.488

Atomic forces in eV per Å
-0.12 0.84 2.42
0.01 -1.90 -1.76
0.22 0.17 -0.49
-1.35 0.77 -0.74
2.21 0.79 -0.09
0.11 -1.27 -1.16
0.19 1.72 0.96
-1.61 -1.38 1.25
0.34 0.25 -0.39

Calculated values
Strongest force on any atom: 0.0504 hartree/bohr
Structure (SMILES): C1OPNS1
Kohn-Sham gap: 8.850 eV
LUMO level: 0.49 eV

Record 5
DFT (ωB97M-V with the def2-TZVPD basis set) results for a 2-piece molecular cluster, C2H2ClFO2 overall in a non-equilibrium geometry.

Each line ends with the Löwdin charge.
Element x y z (Å)
C -0.57530 0.42230 0.47615  -0.470
O -0.15947 -0.62474 1.14812  0.091
O -2.50366 1.64172 -0.22671  0.065
H 0.76129 -0.52870 1.43567  0.151
F 0.17271 1.52095 0.62438  0.102
H -0.39468 0.17713 -1.49740  0.203
Cl -2.86297 -0.89442 0.22720  0.697
C -1.98002 0.63038 0.11309  -0.839

Atomic forces in eV per Å
1.55 0.46 -3.26
-0.25 -0.07 0.38
0.40 -0.11 0.33
-0.09 0.14 -0.24
-0.46 -0.35 0.30
-0.21 0.12 2.61
-0.20 -0.09 -0.04
-0.73 -0.10 -0.09

Calculated values
Strongest force on any atom: 0.0707 hartree/bohr
Kohn-Sham gap (spin up / spin down): 8.794 / 8.428 eV
LUMO level (spin up / spin down): -1.05 / -0.99 eV

Record 6
DFT (ωB97M-V with the def2-TZVPD basis set) results for an isolated ion of composition C7H18NO4P2 and charge +1 in a non-equilibrium geometry.

Each line ends with the Löwdin charge.
Element x y z (Å)
O -0.91570 0.67370 -1.43820  -0.164
H 1.06209 4.06566 1.55814  0.089
N -0.66282 -2.07829 -0.62252  0.007
H 0.02037 -2.12405 -1.41491  0.173
H -1.00330 -1.11607 1.30306  0.152
P 1.45876 -1.64789 1.12653  0.856
H -0.80039 -2.97879 -0.11187  0.179
H 2.50940 0.43307 2.35179  0.064
H -2.92962 -2.20058 -0.73889  0.158
H -1.96284 -2.16773 -2.36030  0.158
O -2.17623 4.10164 0.30250  -0.382
C 2.33630 -2.90908 -0.02989  -0.331
C -0.99896 1.48054 0.97659  -0.162
H -3.00422 0.32388 -0.73682  0.140
C -2.00952 -1.70096 -1.26331  -0.078
H 3.45169 -3.05744 0.36758  0.083
O 0.23491 3.46113 -0.97967  -0.237
C 2.70787 -0.23328 1.41077  -0.324
H -2.14915 1.26679 1.04791  0.109
H 3.77506 -0.73504 1.58644  0.076
H 0.84372 0.98359 -0.27001  0.134
P -0.76810 3.34641 0.47604  0.758
O 0.07820 4.25933 1.73867  -0.209
H 2.83139 0.39018 0.40354  0.058
H 1.75461 -3.92268 -0.14606  0.056
C -2.18091 -0.07630 -1.47239  -0.140
C -0.20795 -1.04587 0.41738  -0.387
C -0.21984 0.49941 -0.12859  -0.291
H -0.55917 1.35222 2.07459  0.124
H 2.46524 -2.34922 -1.07638  0.058
H -2.61633 0.06328 -2.57517  0.165
H -0.36457 3.64243 -1.77655  0.108

Atomic forces in eV per Å
-0.59 -2.14 1.81
-1.77 0.68 0.63
-1.00 1.12 -0.03
-0.44 -0.34 1.13
1.74 0.05 -1.98
1.02 -1.23 2.44
0.63 0.59 -0.81
0.03 -1.33 -1.97
2.04 1.09 -0.63
-0.13 0.86 2.50
5.45 -3.57 0.46
0.71 1.23 -1.84
0.95 -0.53 0.46
1.83 -0.61 -1.24
-1.10 -0.01 -2.41
-2.71 0.18 -0.64
-2.40 -0.41 2.06
1.40 0.64 -1.41
2.23 0.62 -0.32
-2.46 0.84 -0.34
-2.12 -1.43 0.05
-3.96 4.90 -0.79
0.90 -3.36 -3.59
-0.11 -0.92 2.36
1.28 2.06 0.36
-1.11 -0.10 -0.84
-0.55 1.51 0.39
-0.81 1.53 0.39
-0.78 0.22 -2.36
-0.11 -1.66 1.82
1.07 -0.21 2.56
0.87 -0.28 1.80

Calculated values
Strongest force on any atom: 0.1270 hartree/bohr
Structure (SMILES): CP(C)[C@@H]1[NH2+]CCO[C@H]1CP(=O)(O)O
Kohn-Sham gap: 8.298 eV
LUMO level: -3.64 eV
Total charge: +1